12
Properties=species:S:1:pos:R:3:forces:R:3 method="wB97M-V/def2-TZVPD" multiplicity=1 relative_energy_kcal_mol=106.5 total_charge=0 orbital_gap_ev="7.45 / 7.41" energy_ha=-683.43815
N -0.1903 0.5687 1.1989 -0.741 -0.024 0.510
H -2.1397 -2.2250 -1.5101 -1.764 -2.144 -1.055
C 0.0077 0.9666 -0.0698 -1.561 -1.695 -2.327
H -0.3797 -1.9046 -0.9721 -2.260 -0.117 -0.766
H 1.3407 0.4561 2.7121 -0.839 0.482 0.147
H 1.8759 1.7742 -1.0360 -0.747 -0.742 1.016
C 1.2891 1.3265 -0.1946 1.262 1.898 -3.868
O 1.8921 1.2741 0.9929 0.456 0.532 -0.258
C -1.5133 -1.5899 -1.0264 5.167 2.448 3.312
H -1.6281 -1.4553 0.1202 -0.904 0.072 -2.059
S -1.4840 -0.0290 -1.9923 1.653 1.126 3.231
C 0.9297 0.8376 1.7772 0.278 -1.836 2.118

153
Properties=species:S:1:pos:R:3:forces:R:3 method="wB97M-V/def2-TZVPD" multiplicity=1 total_charge=+1 orbital_gap_ev=4.72 energy_ha=-7485.22035
C 6.3892 8.3485 -0.9617 -0.032 0.092 0.061
C 7.2979 8.6185 -1.9560 -0.199 -0.249 0.002
H 0.6307 -4.7092 -1.9295 0.363 0.558 1.732
H 2.2300 -10.4302 -1.3226 0.011 0.114 -0.060
H 0.2476 -9.3892 -2.8566 0.111 0.056 0.016
H -0.0948 -5.1267 -0.3083 1.453 1.263 -0.831
H 5.8954 7.0308 8.2576 -0.084 -0.101 -0.004
H -0.1881 2.0791 -8.6548 0.040 0.095 -0.051
H -10.6309 -4.8903 2.8603 -0.048 -0.003 0.110
H 2.6432 5.7195 5.9277 0.025 -0.021 0.123
C 1.8434 -0.1829 -0.8510 -0.157 -2.986 1.791
H -0.0566 2.3556 -3.8142 1.414 -0.601 -0.368
C 2.1923 3.5344 2.0987 -1.229 0.413 3.744
C -0.1353 4.1154 -9.4560 -0.092 0.016 -0.030
N -1.5304 -6.1581 4.5077 0.037 -0.061 -0.049
H -2.1262 -9.1702 5.6106 0.008 0.116 -0.046
H -6.0265 -0.6934 -1.5647 -0.018 0.097 -0.027
H 5.4864 4.4328 8.9403 -0.060 0.082 -0.073
F 4.8182 -1.0234 -0.5823 -1.897 2.173 -1.319
C -4.3583 0.1591 5.1906 -0.109 -0.258 -0.020
C 0.4821 -2.1198 -1.9598 -0.885 0.541 -0.439
N -4.9770 -3.8718 1.5294 -0.097 -0.018 0.078
N 2.8050 -7.4109 -2.4169 0.016 0.050 0.014
C 1.6979 2.8389 -1.6665 -1.105 -0.067 -0.446
P -1.0675 0.1411 -1.7947 -2.218 1.255 -0.572
C -7.0782 0.8334 -2.8201 -0.122 0.182 -0.180
H 4.1729 7.6122 6.5310 0.007 -0.195 0.119
H -3.2499 -5.6425 3.3521 -0.006 -0.087 0.155
H -4.7901 0.2332 6.1781 0.033 -0.022 -0.121
H -4.1022 -8.1188 4.0749 0.093 0.068 0.030
C -6.4510 -5.4883 1.8992 0.258 -0.126 -0.041
H 1.0736 4.5087 -0.3859 0.817 -1.919 -0.243
C 7.6163 10.0906 -0.2867 0.016 0.052 -0.012
C 3.4334 5.6316 6.6589 -0.078 -0.016 -0.104
H 3.4210 2.9981 -3.9982 0.479 -1.084 1.673
H -11.6699 -4.8176 7.0706 0.069 -0.016 -0.100
H -3.6755 -1.2432 2.4085 -0.018 0.193 0.159
N 3.1059 0.6154 -1.3290 -0.834 -0.156 0.565
H -0.9944 -5.3123 4.3972 -0.139 -0.188 0.067
H -4.3243 -5.8956 1.3359 -0.133 0.021 -0.006
H -0.9116 4.1924 -10.2027 0.085 -0.034 0.084
C 4.6559 3.8446 -2.5396 4.774 1.491 -4.300
H 4.3081 0.1660 -4.6503 -0.690 -0.315 0.327
S -1.6448 1.3081 -0.3940 0.231 0.541 0.834
C -11.1382 -4.8992 6.1338 0.212 -0.066 0.170
H 3.3351 -6.5614 -2.5248 -0.069 -0.261 -0.020
H 7.3928 8.0800 -2.8879 -0.014 0.043 0.104
H 2.4049 -0.6498 -5.6474 0.015 0.509 1.357
C 4.1790 -0.3343 -1.7367 4.355 -3.862 -1.406
C 2.2125 -9.4542 -1.7852 0.270 0.058 0.114
H -3.3248 2.1233 4.8934 -0.033 -0.101 -0.060
C 0.6715 -4.4140 -0.8157 -1.169 -0.552 0.456
H -4.0962 1.2155 -1.4276 -0.207 0.032 0.009
H 0.5592 1.4802 -5.2995 0.783 1.030 1.609
C 0.7164 -0.4745 -1.9043 0.281 -1.963 -1.046
H -6.2325 -2.1816 1.8914 -0.055 -0.100 0.005
H 4.1582 -8.5205 -1.1936 -0.111 -0.041 -0.050
H -2.0595 -0.9245 -1.9027 1.441 0.192 -0.156
C -2.1370 -8.1953 5.1453 0.273 0.022 0.101
H -4.1174 -3.3974 1.3042 -0.383 -0.163 0.145
I 4.6593 5.2936 -0.9911 -0.792 -0.937 -0.194
C -5.0499 1.2307 -1.9344 0.105 -0.079 0.043
H 2.3107 -1.2137 -0.5614 -0.741 1.949 -0.934
H -12.6983 -4.4970 4.5792 0.118 -0.031 0.016
H 5.6201 7.5931 -0.8874 0.290 0.529 -0.071
C 1.5228 3.4335 -0.2399 -3.759 2.053 1.982
H 4.1737 1.3610 4.3587 -1.235 0.569 -1.651
H 1.6730 -4.6333 -0.3027 -1.260 0.457 -1.101
H -8.0089 0.3573 -3.0924 0.101 0.071 0.031
N 5.8752 2.1577 -0.0826 -6.794 -2.097 0.597
C -7.0934 -4.2382 2.0857 0.066 0.271 0.023
H 2.2932 5.5403 -7.8282 -0.059 -0.086 -0.037
C -5.1457 -5.2311 1.5596 0.033 -0.235 -0.093
C 1.8818 1.0576 -3.4969 -0.013 0.982 -1.869
H -4.9199 3.1819 -2.7491 -0.147 -0.170 0.047
N -3.7749 -0.6287 3.1999 -0.034 0.013 0.032
H 1.4028 3.0318 -4.6753 -0.574 -1.652 0.322
H 3.4543 3.8168 4.0408 -0.593 -1.280 -1.731
C 0.2543 3.0651 -8.6599 -0.206 0.107 -0.176
C -2.7655 -6.3900 3.9619 -0.036 0.056 -0.045
H -7.1730 2.8447 -3.7963 0.017 -0.104 0.082
H 4.4218 3.4096 2.5278 -1.636 -0.310 0.875
C 1.5663 4.8307 -8.1950 -0.078 0.029 0.033
H 0.6382 2.3693 -1.8113 1.783 1.014 0.230
H 8.8832 10.1949 -2.0679 -0.095 -0.051 0.071
C -3.1683 -7.6465 4.3436 -0.109 0.195 -0.189
C 3.8789 2.5550 -3.0188 0.885 -0.145 -0.771
N -5.4502 2.3315 -2.6448 -0.004 -0.069 -0.083
C 1.3330 3.5181 -7.8598 0.155 0.301 0.240
C -6.1589 -3.2586 1.8545 -0.155 0.184 0.022
H 1.0816 -6.9046 -3.5728 0.025 -0.126 0.014
C 2.7271 1.7682 -2.2596 -1.292 1.342 -2.385
C -3.2494 0.6333 3.2927 0.144 0.125 -0.027
H 2.4372 1.2115 3.6083 1.775 0.387 -0.009
C 3.2051 -8.5083 -1.7009 0.025 -0.084 0.115
C -3.5934 1.1458 4.5199 0.153 0.066 -0.218
C 3.8346 4.5713 7.4352 -0.155 0.001 -0.231
H 3.3899 3.5865 7.4377 0.016 0.114 0.018
C 1.5714 -7.6504 -2.9642 -0.151 0.036 -0.002
H -0.4420 -2.2798 -2.6504 1.643 0.186 1.102
C 1.1777 -8.9108 -2.5860 -0.127 0.225 -0.144
O 1.0977 3.7753 2.6689 3.422 -0.981 -3.570
H -0.1844 -7.2735 5.7332 -0.124 -0.028 -0.026
C -6.0435 0.2852 -2.0227 0.258 0.001 0.060
C 3.9110 -1.6482 -2.5904 0.061 -1.551 -0.084
H 0.6367 2.9371 0.3430 1.569 0.424 -1.449
H -9.0359 -5.3888 6.7248 -0.106 0.032 -0.060
C 0.9055 2.0544 -4.3481 -0.622 0.303 -0.050
H 3.5738 -2.5345 -1.9099 0.575 1.857 -0.872
H 4.7324 1.8657 -3.4107 -1.489 1.289 0.842
C -9.8029 -5.1895 5.9913 0.019 0.026 0.062
N -9.5126 -5.1980 4.6529 -0.044 -0.041 0.032
H 4.9443 -1.9938 -2.9971 -1.765 0.875 0.736
O 3.5137 1.0544 -0.0677 3.265 3.121 1.562
C -11.6749 -4.7319 4.8335 0.007 0.009 -0.279
H -2.6769 1.0556 2.4800 -0.073 -0.024 0.089
H 3.1866 -1.6630 -3.4476 0.710 0.584 0.875
H -8.6041 -5.3779 4.2548 -0.167 0.035 0.112
H 1.3484 -2.6508 -2.4853 -1.001 1.078 0.878
H 5.1214 0.1536 -2.2112 -2.191 0.067 0.988
C -10.6497 -4.9249 3.9396 -0.014 0.046 -0.055
H 0.8648 -2.5094 0.3122 -1.343 -0.111 -1.679
H 7.9318 10.8754 0.3845 -0.016 -0.077 -0.105
H 3.9981 1.9567 -6.3503 -0.641 -0.051 -0.004
H 1.8800 2.9456 -7.1200 -0.197 0.212 -0.390
C 3.4353 3.1490 3.0890 1.519 0.479 -1.281
C 0.2052 -2.8457 -0.5839 2.327 -1.964 0.218
I -1.8101 -2.9839 0.1809 0.479 0.517 -0.390
H 6.0572 9.2945 0.9049 0.139 0.020 -0.186
H -8.1255 -4.0735 2.3600 0.108 0.069 -0.067
C -1.1377 -7.2561 5.2264 0.034 -0.054 0.074
N 3.0291 1.6449 -6.1850 1.002 -1.007 1.579
O 2.5355 3.6153 0.7403 0.510 -1.210 1.367
C 4.9287 5.0128 8.2195 0.220 0.190 0.062
C -6.6834 2.0956 -3.1921 -0.056 0.008 -0.002
N 0.6648 5.1870 -9.1632 0.008 -0.069 -0.012
C 5.1599 6.3279 7.8959 0.019 0.000 0.056
C 3.5151 1.5810 3.4273 -0.548 -0.097 -0.007
C 4.7187 1.7684 -0.0099 4.476 0.237 -1.347
H 1.7727 3.7374 -2.4061 -0.029 -1.818 1.228
O 1.1738 -0.1388 -3.2405 0.206 -0.521 1.497
C 8.0757 9.7222 -1.5280 0.055 0.182 0.201
P 2.9770 0.5395 -5.0308 0.830 1.045 -2.469
Br 1.2977 0.2574 1.0498 -0.363 -0.286 -1.387
H -6.8948 -6.4680 2.0028 0.072 0.086 -0.038
N 4.2420 6.6981 6.9492 0.061 -0.080 -0.019
H -1.3596 0.8494 -3.0397 0.909 -1.045 0.512
O 5.5694 4.1834 -3.3934 -4.404 -2.135 3.678
H 0.6010 6.0961 -9.5936 0.019 -0.208 0.059
C -4.4571 -0.9235 4.3508 -0.049 -0.090 0.136
N 6.5865 9.2528 0.0486 0.052 -0.005 0.010
H 3.9508 0.9720 2.5448 -0.684 1.034 1.398
H -4.9512 -1.8763 4.4727 0.031 0.102 0.009

7
Properties=species:S:1:pos:R:3:forces:R:3 method="wB97M-V/def2-TZVPD" multiplicity=1 relative_energy_kcal_mol=17.2 total_charge=0 orbital_gap_ev=9.93 energy_ha=-778.78732
C -1.8560 -0.3256 -0.0278 -0.889 -1.495 -0.227
P -0.2246 -0.3519 -0.1143 0.225 1.063 0.404
H 2.6112 -0.1419 0.2432 1.307 0.454 -0.067
I 4.1962 0.4187 0.1557 -1.268 -0.458 0.072
H -2.4313 -1.2961 0.0822 1.195 0.919 -0.183
H -2.5571 0.4629 -0.2055 0.055 0.794 0.216
F 0.2615 1.2338 -0.1336 -0.626 -1.277 -0.216

53
Properties=species:S:1:pos:R:3:forces:R:3 method="wB97M-V/def2-TZVPD" multiplicity=1 relative_energy_kcal_mol=36.9 total_charge=0 orbital_gap_ev=8.47 energy_ha=-1409.68160
C 2.6084 -1.7638 0.8958 -0.286 -0.619 -0.653
O -2.4278 1.9406 1.4952 0.022 0.130 0.095
O -7.5417 -1.1838 -0.5890 0.346 -0.111 -0.034
C 5.4873 0.1329 -1.6284 0.035 -0.035 0.183
N 3.0510 0.1658 -1.7813 0.176 -0.249 -0.476
C -3.8518 0.5277 0.2361 -0.301 0.008 0.107
C 4.1443 0.6534 -1.2532 -0.033 0.113 -0.336
H 5.4022 -0.2848 -2.6320 -0.015 0.111 0.025
H 6.6218 -1.6495 -1.0786 0.015 0.110 0.073
H -0.3075 2.4005 1.4753 -0.006 0.025 0.009
H -1.7810 0.1746 -1.0277 -0.069 0.164 0.163
H -4.9159 2.2251 0.9511 0.009 0.073 0.052
H 4.4683 3.1139 0.9682 0.065 0.018 -0.075
N -1.5308 0.7856 -0.2632 -0.189 -0.289 -0.284
H 6.2477 0.9135 -1.6315 0.063 -0.016 -0.069
H -5.3166 -2.2914 -0.9469 -0.008 -0.118 -0.036
C 1.8618 -2.5910 0.0906 0.604 0.424 0.468
C -6.2613 0.7153 0.2536 -0.308 -0.113 -0.056
C 4.0204 -1.3470 0.8695 0.055 -0.192 0.110
C 0.5744 -1.6435 1.6217 -0.524 -0.556 -0.487
C 2.5447 1.5641 -0.0684 -0.629 -0.240 -0.294
C -2.5428 1.1599 0.5705 -0.014 -0.098 -0.150
C 2.0188 0.7103 -1.0646 0.158 0.506 0.570
H -3.0927 -1.3635 -0.4723 0.073 -0.055 -0.023
H -7.1368 1.3037 0.4771 -0.094 0.029 0.002
C 0.6542 0.4776 -1.1455 0.026 0.181 0.164
N 3.9091 1.5245 -0.2305 -0.031 -0.085 -0.311
H 2.2056 -3.1862 -0.7306 0.141 -0.083 -0.187
H 4.1736 -2.1153 -1.0039 -0.102 0.109 0.100
O 4.5299 -0.6964 1.7630 -0.094 0.107 0.129
C 5.8806 -0.9854 -0.6294 0.175 0.058 0.060
C 4.8649 2.1558 0.6339 0.249 0.007 0.401
H 5.0523 1.5208 1.5050 0.019 0.099 -0.058
H 2.1132 2.8411 1.6159 0.008 0.071 0.114
H -8.8275 0.4147 -0.9098 0.010 -0.033 0.035
C 1.7190 2.1962 0.8463 0.229 -0.026 -0.069
O 1.8111 -1.1968 1.8244 0.419 0.330 0.289
H 5.7992 2.3242 0.1002 -0.048 0.043 0.013
H -0.3162 -3.0324 0.1887 -0.220 -0.083 -0.023
H 6.2909 -0.5546 0.2862 0.031 -0.101 -0.154
H -0.1964 -1.2749 2.2701 -0.026 0.123 0.147
N 4.7187 -1.7513 -0.2361 0.084 -0.339 -0.049
C 0.3656 1.9474 0.7678 -0.171 0.119 0.160
H -8.8665 -0.2864 0.7338 0.012 0.002 -0.045
C -5.2116 -1.2950 -0.5476 -0.259 -0.038 -0.049
C 0.5394 -2.5136 0.5702 -0.182 0.251 0.456
C -8.7515 -0.5113 -0.3311 -0.220 0.131 0.047
H -9.5398 -1.1950 -0.6416 0.026 0.088 0.038
C -3.9699 -0.7577 -0.2918 -0.084 0.163 0.040
C -5.0112 1.2407 0.5185 0.327 -0.071 -0.035
C -6.3730 -0.5621 -0.2883 0.211 -0.050 -0.004
C -0.1645 1.0898 -0.2080 0.382 0.122 0.003
H 0.2564 -0.1870 -1.8973 -0.056 -0.119 -0.093

17
Properties=species:S:1:pos:R:3:forces:R:3 method="wB97M-V/def2-TZVPD" multiplicity=1 relative_energy_kcal_mol=42.7 total_charge=0 orbital_gap_ev=8.05 energy_ha=-489.28943
H 4.0538 -1.0403 -0.0904 -2.023 0.201 1.220
C 1.4568 1.2617 -0.1302 -0.769 -2.130 0.695
H -4.0060 -0.2402 -0.6206 0.304 -0.414 -0.273
C -1.8325 -0.2020 -0.0390 -0.040 0.878 1.503
C -3.3211 0.2498 0.0628 0.350 -0.639 0.672
C 2.6898 0.6985 -0.0687 2.003 -0.607 1.076
N 1.9212 -1.6422 0.0595 3.473 3.618 1.103
H 3.5570 1.3734 -0.0601 -0.305 -0.366 -0.043
H -3.7689 0.0834 1.0626 0.606 -0.301 -0.285
C 0.3662 0.3302 -0.0977 1.641 1.238 1.657
C 2.9719 -0.7069 0.1603 -1.652 -1.157 -3.217
H -3.4632 1.3132 -0.0859 0.641 0.211 -0.233
N -0.2987 -1.9434 -0.1908 0.447 0.443 2.029
N -0.9235 0.7467 0.0109 -0.757 -0.775 -1.268
N -1.4998 -1.5726 -0.0578 -1.435 0.743 -1.590
C 0.7363 -1.0093 0.0632 -2.001 -2.045 -2.515
H 1.3607 2.3001 0.0220 -0.481 1.100 -0.532

65
Properties=species:S:1:pos:R:3:forces:R:3 method="wB97M-V/def2-TZVPD" multiplicity=5 relative_energy_kcal_mol=1.4 total_charge=+3 orbital_gap_ev="5.95 / 5.77" s_squared=6.05 energy_ha=-1935.90005
C 3.2308 -1.7829 -1.3765 0.255 -0.087 0.055
C -3.0104 -4.3155 -1.0841 0.034 0.063 0.104
H -3.0988 4.3608 1.0074 -0.074 0.010 0.015
C 3.8796 1.7746 0.0733 -0.029 0.018 -0.018
C 0.3155 3.4046 -2.6295 -0.053 0.026 -0.046
F -1.0222 0.3176 1.5714 0.030 -0.038 -0.070
C 5.3218 -0.2024 -0.2819 -0.062 -0.014 -0.029
C 1.7534 1.4119 -2.0597 -0.157 0.000 0.080
C 2.1264 -2.6056 -1.9592 -0.052 -0.073 0.002
C -1.8113 3.0024 -0.0822 -0.018 0.010 -0.021
Pd 0.0072 -0.5604 -0.8167 0.260 -0.476 -0.045
C -1.7358 2.0319 -1.0945 0.152 -0.161 -0.001
C 4.1002 0.3989 -0.4734 0.177 -0.029 0.053
H 6.4892 -1.9989 -0.4627 0.013 -0.004 0.015
H 3.0934 3.0055 -2.5788 -0.001 0.013 -0.011
H -0.8933 3.4187 1.7718 0.025 0.006 0.016
H -0.5184 4.5627 0.5144 -0.010 0.014 -0.006
C -2.9043 0.7036 -2.9081 0.181 0.010 0.005
H -3.7398 0.8815 -3.5815 -0.021 0.012 -0.012
H -0.6958 3.7859 -2.5219 -0.004 0.003 0.002
C 3.0495 -0.3773 -1.1188 -0.151 -0.055 0.023
H 1.6922 -2.1325 -2.8427 0.013 -0.002 0.005
H 4.6404 2.4602 -0.3024 0.013 0.000 0.037
C -0.6576 3.4918 0.7052 0.029 -0.085 -0.048
H 2.5668 2.0128 -3.9245 0.005 -0.002 -0.014
F -5.1657 -5.1941 -1.2065 -0.038 0.031 -0.003
C -2.8895 1.6824 -1.7905 -0.043 0.035 0.028
C 2.8641 1.9803 -2.8722 0.036 0.008 -0.013
H -1.0658 -2.1183 -2.7391 0.010 -0.063 0.008
H 0.2713 2.9690 0.5014 -0.015 0.000 0.004
H 1.3315 -2.7828 -1.2211 0.044 0.003 -0.004
N 1.8424 0.1861 -1.4650 0.249 0.214 -0.038
H 3.9861 1.7357 1.1600 0.029 0.036 -0.006
H 1.0081 4.1346 -2.2076 0.008 0.005 0.016
H 4.6627 -3.3603 -1.3955 -0.033 -0.006 -0.029
F -3.6344 -6.4314 -0.3065 0.010 -0.006 0.018
C -4.2447 3.2503 -0.4285 0.059 -0.030 -0.048
C -3.8833 -5.5504 -1.2707 0.035 -0.004 -0.002
C 5.5221 -1.5409 -0.6265 0.020 0.112 0.035
N -1.4606 -2.0617 -0.6932 -0.166 0.013 -0.388
H -3.0315 -0.3064 -2.5002 -0.029 -0.013 0.002
H -5.0261 1.9870 -1.9789 -0.042 0.039 0.011
C 0.1226 -0.1923 1.1379 0.124 -0.020 0.147
C -4.1470 2.2983 -1.4276 0.009 0.045 0.109
H -5.1964 3.7018 -0.1857 0.007 0.016 0.021
H 6.1298 0.3475 0.1830 -0.023 0.046 0.002
C -2.3445 -3.7384 -2.1586 -0.065 -0.034 0.017
N -0.4960 1.3930 -1.3910 -0.262 0.606 -0.131
H -2.4154 -4.1579 -3.1525 0.006 0.003 -0.004
C 4.4684 -2.3237 -1.1531 -0.288 0.033 -0.073
H -3.4071 -4.1741 1.0301 0.013 -0.002 0.003
H -1.9934 -2.1522 1.3029 -0.024 -0.046 0.001
F 1.1065 0.6707 1.3671 -0.139 -0.074 -0.029
H -1.9737 0.7219 -3.4762 -0.018 -0.024 0.025
H 2.8983 2.1861 -0.1437 -0.011 -0.012 0.022
H 0.5328 3.3419 -3.6984 0.014 0.019 0.004
H 2.4999 -3.5855 -2.2492 -0.035 -0.002 -0.015
C -1.5891 -2.6129 -1.9243 -0.014 0.108 0.303
F 0.3752 -1.3287 1.7636 0.001 0.068 -0.081
C -2.8979 -3.7466 0.1764 -0.007 -0.014 -0.055
C -2.1125 -2.6206 0.3359 0.034 0.091 0.075
H 3.7694 1.3812 -2.8128 0.003 0.008 -0.002
F -3.6506 -6.1172 -2.4501 0.003 -0.012 -0.034
C 0.4903 2.0609 -1.9995 0.086 -0.293 0.086
C -3.0903 3.6073 0.2288 -0.102 -0.040 -0.074